{
  "formula": "C38H71BO19P3",
  "method": "ωB97M-V/def2-TZVPD",
  "symbols": ["C", "C", "C", "C", "O", "B", "C", "C", "C", "C", "C", "O", "C", "O", "C", "C", "C", "C", "C", "C", "C", "C", "C", "O", "C", "O", "C", "C", "O", "C", "C", "C", "C", "C", "C", "C", "O", "H", "H", "H", "H", "H", "H", "H", "H", "H", "H", "H", "H", "H", "H", "H", "H", "H", "H", "H", "H", "H", "H", "H", "H", "H", "H", "H", "H", "H", "H", "H", "H", "H", "H", "H", "H", "H", "H", "H", "H", "H", "H", "H", "H", "C", "O", "P", "O", "O", "C", "O", "C", "H", "H", "H", "H", "H", "H", "H", "H", "H", "C", "O", "P", "O", "O", "C", "O", "C", "H", "H", "H", "H", "H", "H", "H", "H", "H", "C", "O", "P", "O", "O", "C", "O", "C", "H", "H", "H", "H", "H", "H", "H", "H", "H"],
  "positions_angstrom": [[1.65275, -1.24120, 0.58466], [1.63894, -0.11347, -0.60510], [0.16309, 0.21528, -1.23753], [-0.89476, 0.89873, -0.13946], [-0.36433, 2.16908, 0.43835], [-0.92803, 2.42208, 1.77906], [-0.03935, 1.53004, 2.83532], [1.28571, 2.29692, 3.44263], [2.39953, 2.73468, 2.32250], [2.78887, 4.35741, 2.36754], [4.00999, 4.73454, 1.28952], [4.25089, 6.20562, 1.20522], [5.68919, 6.49770, 1.06811], [-0.89103, 3.82600, 2.32115], [-2.12993, 3.89508, 3.11130], [-2.49404, 5.23550, 3.97758], [-3.76210, 6.24679, 3.74394], [-4.07472, 7.56982, 4.71793], [-3.09311, 7.91155, 6.01194], [-1.79552, 6.89896, 6.24235], [-1.48394, 5.58132, 5.26220], [-3.16899, 3.32912, 1.97374], [-3.32535, 4.13775, 0.54356], [-3.97925, 3.18845, -0.40349], [-4.04408, 3.74976, -1.76207], [-3.05590, 3.05089, -2.63921], [-3.25318, 3.50819, -4.03808], [-2.27673, 4.84754, -4.20939], [-1.34101, 4.53335, -5.31539], [-4.56421, 2.58492, 2.47979], [-5.82623, 3.60546, 2.70143], [-6.50256, 3.67332, 4.22936], [-7.79963, 4.62471, 4.54545], [-8.48428, 5.59441, 3.39559], [-7.82342, 5.52493, 1.88929], [-6.53895, 4.55074, 1.56744], [-2.36291, 2.12740, 1.57386], [2.28231, -2.18464, 0.21416], [2.28408, -0.78190, 1.48692], [0.60027, -1.55345, 0.98965], [2.11584, 0.89606, -0.25457], [2.31533, -0.50806, -1.50051], [0.16885, 0.87504, -2.20418], [-0.35292, -0.81418, -1.55135], [-1.89575, 1.07166, -0.76655], [-1.04357, 0.05333, 0.68984], [-0.72868, 1.25571, 3.76614], [0.34170, 0.52406, 2.34306], [1.84978, 1.57541, 4.20824], [0.98861, 3.24815, 4.08222], [3.43385, 2.17568, 2.53211], [2.10764, 2.51005, 1.21196], [3.25725, 4.58991, 3.43642], [1.84588, 5.03312, 2.13177], [3.67603, 4.37059, 0.22834], [4.97076, 4.18045, 1.66311], [5.91864, 7.48495, 0.44220], [6.31891, 5.64729, 0.56319], [6.19752, 6.69023, 2.12953], [-2.14972, 3.03917, 3.93050], [-4.51710, 6.06365, 2.86921], [-5.02281, 8.24444, 4.47819], [-3.35113, 8.83027, 6.70003], [-1.09339, 7.16191, 7.16886], [-0.54300, 4.90493, 5.52977], [-2.31312, 4.45846, 0.05244], [-3.96423, 5.14040, 0.65248], [-5.10720, 3.46599, -2.22141], [-3.90139, 4.91384, -1.82349], [-4.36232, 3.82855, -4.27637], [-2.97337, 2.65435, -4.80029], [-2.97165, 5.76620, -4.42407], [-1.72153, 5.09252, -3.18459], [-0.70030, 5.29071, -5.46556], [-4.88054, 1.78041, 1.69025], [-4.25893, 2.01130, 3.48099], [-6.07138, 2.99920, 5.08274], [-8.27916, 4.63218, 5.62471], [-9.39191, 6.29898, 3.63006], [-8.26707, 6.18113, 1.02620], [-6.10484, 4.55149, 0.45585], [4.56332, -2.02969, -4.87741], [4.18456, -3.39135, -4.78893], [2.47393, -3.64717, -4.82553], [2.35938, -3.15293, -3.37799], [2.69758, -5.27797, -4.83536], [3.64579, -5.85991, -3.96039], [0.76329, -3.90299, -4.86213], [0.05509, -2.83163, -5.45252], [5.63350, -1.97703, -5.09190], [4.01390, -1.53621, -5.68364], [4.36838, -1.52302, -3.92882], [3.77118, -5.28274, -3.04119], [4.60663, -5.94653, -4.47766], [3.30593, -6.86680, -3.69661], [0.37658, -2.70417, -6.48967], [0.23135, -1.90893, -4.89371], [-1.01291, -3.06285, -5.43674], [4.42440, -5.02847, 6.43818], [3.87567, -5.38437, 5.18214], [4.69268, -4.67325, 3.83312], [4.03586, -3.32064, 4.13610], [3.74777, -5.52311, 2.78694], [2.35319, -5.60762, 3.01355], [5.50970, -3.96212, 2.48411], [6.83337, -3.56675, 2.78329], [4.01771, -5.69760, 7.20037], [5.51268, -5.13145, 6.41801], [4.15177, -4.00037, 6.68964], [1.96339, -4.72945, 3.53378], [2.13751, -6.50931, 3.59554], [1.84672, -5.69382, 2.04662], [7.42016, -4.43938, 3.08237], [6.83375, -2.82643, 3.58742], [7.28113, -3.12617, 1.88901], [0.56673, -6.96839, -5.26341], [-0.49470, -7.70153, -5.84758], [-0.35683, -9.41450, -5.64816], [0.73827, -9.46092, -6.72118], [-1.82834, -9.63530, -6.35210], [-2.15606, -8.91994, -7.52863], [-0.21896, -11.12747, -5.44874], [0.60734, -11.49433, -4.36219], [0.28214, -5.91425, -5.22014], [0.76018, -7.32690, -4.24881], [1.46968, -7.06525, -5.87157], [-1.27531, -8.68828, -8.13227], [-2.67160, -7.99400, -7.25455], [-2.84007, -9.52899, -8.12871], [0.18873, -11.10176, -3.43164], [1.61793, -11.10417, -4.50772], [0.64833, -12.58475, -4.30197]],
  "forces_ev_per_angstrom": [[1.33, 0.35, 0.26], [-0.04, 0.19, -1.16], [-0.87, -0.33, 0.77], [0.73, -0.38, -0.86], [-0.22, -1.76, -1.68], [0.53, -0.63, -0.35], [0.73, -1.21, 1.82], [0.41, -0.28, 0.47], [1.23, 0.94, -0.37], [0.72, 0.12, -0.01], [-1.11, -0.82, 0.49], [2.09, -1.36, -0.12], [1.21, 0.59, 0.38], [-1.94, 1.12, 1.43], [-0.84, -0.46, -0.48], [0.09, 3.52, 2.41], [2.20, 0.84, 2.74], [3.26, -2.40, 1.08], [0.39, -3.82, -3.49], [-2.27, -0.46, -2.44], [-3.22, 2.79, -0.18], [0.59, -2.67, -1.22], [0.15, 0.92, 0.32], [0.35, 2.66, -1.64], [-0.79, -1.13, -0.11], [-2.02, 1.31, -0.73], [0.76, 0.98, 0.28], [-0.65, -0.31, 0.28], [-0.11, 1.76, 0.99], [-0.17, 0.94, 0.04], [-3.44, 2.04, 1.75], [-2.02, 2.36, -3.04], [1.33, 0.10, -3.33], [3.90, -2.91, -1.27], [1.45, -2.17, 3.23], [-1.08, 0.06, 2.86], [-1.98, 1.88, 1.85], [-1.65, 1.91, 0.81], [-1.53, -1.11, -1.79], [2.01, 0.62, -0.93], [-1.00, -1.96, -0.48], [-1.36, 0.76, 1.87], [0.40, -1.09, 1.84], [1.08, 2.04, 0.64], [2.00, -0.27, 1.70], [0.04, 2.00, -1.58], [1.51, 0.24, -1.59], [-0.79, 1.85, 1.15], [-1.22, 1.44, -1.59], [0.45, -1.85, -1.48], [-2.21, 1.01, -0.44], [0.14, 0.22, 2.23], [-1.30, -0.27, -2.13], [1.95, -1.47, 0.66], [0.82, 0.54, 1.88], [-1.67, 1.02, -0.87], [-1.04, -2.07, 1.24], [-1.46, 1.38, 0.82], [-1.20, -0.50, -2.03], [0.13, 1.57, -1.52], [1.66, 0.27, 1.87], [2.29, -1.68, 0.57], [0.77, -2.14, -1.49], [-1.59, -0.83, -2.33], [-2.32, 1.60, -0.81], [-1.58, -0.87, 1.45], [1.04, -2.12, -0.19], [2.04, 0.67, 1.13], [-0.05, -2.08, 0.40], [1.99, -0.70, 0.72], [-0.23, 1.76, 1.77], [1.41, -1.51, -0.02], [-1.06, -0.90, -2.20], [-1.31, -1.27, 0.54], [0.81, 1.69, 1.38], [-0.95, 1.44, -2.10], [-0.88, 1.49, -1.85], [1.21, -0.05, -2.45], [2.03, -1.62, -0.49], [0.99, -1.44, 1.87], [-1.09, -0.11, 2.78], [0.35, 0.62, 0.22], [-1.33, 0.17, -3.46], [0.63, -3.81, 9.39], [-0.02, 1.19, -1.39], [-0.72, 1.10, -0.99], [0.82, -0.24, 0.07], [1.57, 0.39, -3.26], [-0.51, 0.58, -0.25], [-0.14, -0.12, -0.05], [0.25, 0.19, 0.11], [-0.11, -0.02, -0.10], [-0.10, 0.10, -0.14], [-0.07, 0.01, 0.21], [-0.17, 0.18, -0.21], [-0.32, 0.13, -0.04], [-0.08, 0.03, 0.00], [0.19, -0.04, 0.06], [-0.08, 0.22, 0.59], [3.13, -1.80, -0.64], [-8.69, 4.79, -2.67], [1.61, -0.40, 0.97], [1.84, 0.11, 0.18], [-0.68, -0.46, 0.31], [1.62, -3.07, 1.18], [0.56, 0.24, 0.00], [0.05, -0.02, -0.16], [-0.09, 0.03, 0.31], [0.11, -0.03, -0.08], [0.19, -0.01, -0.01], [-0.09, 0.18, -0.01], [0.35, 0.06, 0.05], [0.29, 0.19, -0.11], [0.07, 0.06, 0.00], [-0.17, -0.08, 0.09], [0.51, 0.63, -0.08], [-1.18, -1.50, 3.43], [0.34, -0.65, -10.17], [0.58, 0.27, 1.64], [0.58, -0.60, 1.45], [-0.40, 0.65, -0.23], [-1.51, 1.62, 2.87], [0.32, -0.28, 0.43], [-0.02, -0.43, 0.01], [0.14, 0.30, -0.02], [-0.16, -0.12, 0.12], [0.05, -0.05, 0.19], [0.13, -0.05, -0.17], [0.13, -0.10, 0.29], [0.20, -0.27, 0.15], [0.07, -0.04, 0.05], [-0.06, 0.16, -0.09]],
  "lowdin_charge": [-0.1433, -0.2497, -0.1863, -0.1788, -0.0555, -1.0193, -0.0734, -0.1997, -0.1968, -0.1678, -0.2170, -0.2593, -0.1616, -0.0140, -0.1941, -0.0326, -0.0078, -0.0736, -0.1020, -0.0901, -0.0023, -0.2472, -0.0799, -0.1564, -0.2035, -0.1861, -0.1611, -0.2026, -0.1470, -0.0699, -0.1123, -0.0242, -0.0878, -0.0945, -0.0833, -0.0410, -0.0363, 0.0726, 0.0785, 0.0694, 0.0865, 0.0907, 0.1005, 0.1103, 0.1292, 0.1224, 0.1058, 0.0890, 0.1024, 0.0968, 0.1095, 0.0941, 0.1150, 0.1270, 0.1295, 0.1158, 0.0943, 0.0855, 0.0958, 0.1583, 0.0598, 0.0742, 0.0649, 0.0696, 0.0920, 0.1564, 0.1177, 0.1461, 0.1466, 0.1195, 0.1389, 0.1114, 0.1410, 0.0996, 0.1335, 0.1375, 0.0834, 0.0720, 0.0674, 0.0694, 0.0861, -0.1451, -0.2809, 0.7722, -0.2511, -0.3076, -0.1120, -0.2832, -0.1460, 0.0859, 0.0781, 0.0836, 0.0923, 0.0883, 0.0878, 0.0781, 0.0847, 0.0938, -0.1537, -0.2871, 0.7510, -0.2539, -0.2748, -0.1230, -0.2491, -0.1672, 0.0845, 0.0743, 0.0842, 0.0910, 0.0824, 0.0936, 0.0735, 0.0812, 0.0894, -0.1504, -0.2677, 0.7553, -0.2712, -0.2765, -0.1292, -0.2555, -0.1682, 0.0680, 0.0853, 0.0834, 0.0866, 0.0849, 0.0892, 0.0767, 0.0797, 0.0871],
  "homo_ev": -4.827,
  "energy_ev": -107973.3407,
  "total_charge": -1,
  "lumo_energy_ev": -1.4
}